Entry 1:
{"formula": "C3H7NO3", "method": "the ωB97M-V functional and the def2-TZVPD basis", "lumo_ev": 0.96, "multiplicity": 1, "homo_ev": -9.575, "smiles": "OON1CCCO1", "relative_energy_kcal_mol": 186.10, "energy_ev": -10850.29759, "species": ["O", "O", "N", "C", "C", "C", "O", "H", "H", "H", "H", "H", "H", "H"], "coordinates": [[1.3112, -2.2129, -0.8097], [0.6764, -1.0476, -1.1026], [1.1552, 0.2519, -0.1179], [0.3886, -0.0028, 1.0531], [-1.0539, 0.1634, 0.5858], [-0.8129, 1.2167, -0.6196], [0.5584, 1.2292, -0.7966], [2.2153, -2.0845, -1.0454], [0.6280, 0.7273, 1.8028], [0.4463, -0.9772, 1.3610], [-1.4725, -0.7160, 0.0861], [-1.6553, 0.2840, 1.4570], [-1.2741, 0.9001, -1.5870], [-1.1108, 2.2685, -0.2671]], "forces_ev_per_a": [[-0.71, -1.10, 1.33], [0.13, 2.44, 0.13], [1.32, -2.40, -1.50], [-2.19, 1.22, -1.14], [0.28, 0.22, -2.13], [-3.04, 0.79, 2.08], [1.57, 0.46, -0.31], [1.27, 0.35, -0.58], [0.37, 0.25, 0.46], [1.13, -2.34, 0.99], [0.55, -0.17, 0.33], [-0.89, 1.28, 0.26], [0.01, 0.40, 1.02], [0.18, -1.40, -0.95]], "mulliken_charge": [-0.3777, -0.2153, 0.0384, -0.4310, -0.5828, -0.3745, -0.2499, 0.3302, 0.3585, 0.3052, 0.2300, 0.4281, 0.2817, 0.2592]}



Entry 2:
{"formula": "C3H7NO3", "method": "the ωB97M-V functional and the def2-TZVPD basis", "lumo_ev": 0.54, "multiplicity": 1, "homo_ev": -9.437, "smiles": "O=CN(O)CCO", "relative_energy_kcal_mol": 88.83, "energy_ev": -10854.51562, "species": ["O", "C", "N", "O", "C", "C", "O", "H", "H", "H", "H", "H", "H", "H"], "coordinates": [[2.3875, -0.7239, -0.3799], [1.8314, 0.3243, -0.3505], [0.7485, 0.6153, 0.3957], [0.0305, 1.6691, -0.0907], [-0.1019, -0.5376, 0.8383], [-1.0278, -0.9412, -0.3213], [-2.0736, 0.0777, -0.4659], [2.2074, 1.0471, -0.9573], [-0.3515, 2.1975, 0.6876], [0.5475, -1.3881, 1.1995], [-0.7009, -0.2181, 1.6582], [-1.4938, -1.9371, -0.0097], [-0.2877, -0.9881, -1.1907], [-1.7158, 0.8031, -1.0133]], "forces_ev_per_a": [[0.84, -2.63, 0.51], [-0.56, -0.58, 0.62], [-0.54, -1.79, 1.71], [-1.32, 2.42, 0.75], [0.84, -0.27, -0.62], [0.49, 0.23, 0.56], [0.79, -1.14, -0.60], [0.66, 3.16, -1.66], [1.07, -1.24, -1.40], [-0.48, 1.10, -0.68], [-0.44, 0.40, 0.77], [0.39, 1.38, -1.04], [-1.64, -0.40, 0.56], [-0.11, -0.63, 0.50]], "mulliken_charge": [-0.5122, -0.0577, 0.0245, -0.4438, -0.6100, -0.3358, -0.5325, 0.4867, 0.3615, 0.3757, 0.3169, 0.3132, 0.2697, 0.3439]}



Entry 3:
{"formula": "C3H7NO3", "method": "the ωB97M-V functional and the def2-TZVPD basis", "lumo_ev": 0.44, "multiplicity": 1, "homo_ev": -10.032, "smiles": "N[C@@H](CO)C(=O)O", "relative_energy_kcal_mol": 55.05, "energy_ev": -10855.98070, "species": ["N", "C", "C", "O", "C", "O", "O", "H", "H", "H", "H", "H", "H", "H"], "coordinates": [[-0.1925, 1.2613, -1.4057], [0.4378, 0.4715, -0.3889], [-0.5831, 0.3347, 0.8223], [-0.1398, -0.3597, 1.9111], [0.6602, -0.9473, -0.7586], [0.3942, -1.3302, -1.8652], [1.0727, -1.8163, 0.2121], [-0.0341, 1.0126, -2.3486], [-1.1065, 1.0636, -1.1234], [1.3201, 0.8607, 0.0523], [-1.4850, 0.0956, 0.4675], [-0.6913, 1.3243, 1.0335], [-0.8394, -0.7175, 2.4247], [1.1867, -1.2533, 0.9670]], "forces_ev_per_a": [[0.87, 1.00, 2.02], [-0.43, -1.76, 1.48], [3.08, 1.50, -1.05], [1.64, -0.23, 0.65], [0.26, -1.60, -1.25], [0.11, -0.52, -0.07], [0.10, 0.57, -1.82], [0.32, -0.77, -0.77], [-2.28, 0.41, -1.02], [1.09, 0.74, 0.18], [-3.57, -1.99, -1.46], [-0.41, 3.15, 1.23], [-0.93, -0.46, 0.51], [0.14, -0.03, 1.37]], "mulliken_charge": [-0.6522, -0.0942, -0.9652, -0.5096, 0.6429, -0.5793, -0.4852, 0.3073, 0.1997, 0.3940, 0.6058, 0.4772, 0.3099, 0.3489]}